No. 1
{"formula": "C6H4N4", "method": "wB97M-V/def2-TZVPD", "elements": ["C", "C", "C", "C", "C", "C", "N", "N", "N", "N", "H", "H", "H", "H"], "positions_angstrom": [[2.518, 0.719, -0.153], [-0.929, 1.994, -0.117], [-0.089, 0.789, 0.232], [-2.409, 0.287, -0.289], [0.879, -1.189, -0.354], [1.284, 0.095, -0.134], [3.538, 1.248, -0.187], [-2.158, 1.680, -0.275], [-1.145, -0.208, -0.060], [-0.468, -1.400, -0.208], [-0.602, 3.015, -0.057], [-0.038, 0.902, 1.333], [1.505, -2.034, -0.582], [-0.953, -2.204, -0.573]], "forces_ev_per_angstrom": [[0.7, 0.0, -0.1], [0.5, -0.4, 0.0], [0.0, 0.0, 0.3], [2.4, -1.8, -0.2], [0.3, 0.5, 0.1], [-4.0, -0.4, -0.4], [0.3, 0.2, 0.1], [-0.4, 1.0, 0.1], [0.3, 1.3, 0.3], [0.0, -0.9, 0.0], [0.1, 0.3, 0.0], [-0.2, 0.1, 0.0], [0.0, -0.1, 0.0], [-0.1, 0.2, 0.0]], "lowdin_charge": [-0.22, -0.09, -0.15, -0.04, -0.03, -0.15, 0.16, 0.01, -0.12, 0.06, 0.11, 0.17, 0.14, 0.16], "e_lumo_ev": -0.384, "de_lowest_kcal_mol": 89.58, "homo_lumo_gap_ev": 8.59, "charge": 0}

=====

No. 2
{"formula": "C6H4N5O5V", "method": "wB97M-V/def2-TZVPD", "elements": ["O", "C", "V", "C", "O", "C", "O", "C", "O", "C", "O", "H", "N", "N", "N", "C", "N", "N", "H", "H", "H"], "positions_angstrom": [[-0.065, 3.477, -0.979], [0.098, 2.359, -1.168], [0.135, -0.002, -1.613], [0.047, -1.893, -1.043], [-0.005, -2.993, -0.672], [-0.062, -0.495, -3.527], [-0.169, -1.030, -4.561], [2.089, 0.041, -1.461], [3.252, -0.022, -1.392], [-1.790, 0.099, -1.013], [-2.926, 0.078, -0.769], [0.070, 0.820, -2.945], [-1.279, -0.529, 3.484], [-0.278, -0.364, 2.555], [0.744, 0.489, 2.779], [1.142, 0.758, 1.530], [0.344, 0.195, 0.613], [-0.604, -0.479, 1.235], [-1.861, -1.319, 3.231], [-0.890, -0.565, 4.414], [2.006, 1.375, 1.304]], "forces_ev_per_angstrom": [[0.7, -4.3, -0.6], [-0.7, 3.5, 0.0], [-0.7, 3.7, 3.1], [-0.3, -8.0, 1.7], [0.3, 5.7, -1.8], [-0.8, -4.5, -5.6], [0.6, 3.3, 4.9], [9.5, -0.4, 0.2], [-6.4, 0.4, -0.3], [-8.3, -0.1, 1.5], [5.9, 0.2, -1.2], [0.2, 1.0, -1.3], [1.3, -0.3, -1.0], [-1.7, 2.2, -1.5], [-0.3, -1.3, -1.6], [0.7, 0.6, 1.5], [-0.4, -0.6, -1.2], [0.6, -0.8, 2.4], [-0.2, -0.2, 0.1], [0.1, 0.0, 0.5], [-0.1, -0.1, 0.2]], "mulliken_spin": [0.01, -0.03, 1.05, -0.04, 0.05, -0.02, -0.03, -0.06, 0.04, -0.05, 0.04, -0.04, 0.09, 0.03, -0.02, 0.03, -0.02, -0.03, 0.00, 0.00, 0.00], "multiplicity": 2, "e_lumo_ev": [-16.873, -16.936], "de_lowest_kcal_mol": 0.00, "homo_lumo_gap_ev": [4.53, 3.98], "charge": 3}

=====

No. 3
{"formula": "C6H4O", "method": "wB97M-V/def2-TZVPD", "elements": ["C", "C", "C", "C", "O", "C", "C", "H", "H", "H", "H"], "positions_angstrom": [[-2.362, -0.200, -0.697], [-1.013, 0.176, -0.234], [0.107, 0.452, 0.147], [1.480, 0.809, 0.613], [1.705, 1.927, 0.992], [1.942, -1.396, 0.236], [2.605, -0.339, 0.586], [-2.747, 0.535, -1.412], [-3.058, -0.248, 0.148], [-2.350, -1.183, -1.185], [3.691, -0.532, 0.805]], "forces_ev_per_angstrom": [[0.2, 0.1, 0.1], [0.8, 0.1, 0.3], [0.1, -0.5, -0.1], [0.4, 0.1, 0.1], [0.2, -0.5, -0.1], [0.2, -0.4, -0.1], [-1.4, -0.2, -0.3], [0.1, -0.1, 0.1], [0.2, 0.0, -0.1], [0.1, 0.2, 0.1], [-1.1, 1.2, 0.0]], "lowdin_charge": [-0.08, -0.04, 0.02, -0.41, 0.10, 0.18, -0.15, 0.08, 0.08, 0.08, 0.12], "e_lumo_ev": -0.528, "de_lowest_kcal_mol": 106.84, "homo_lumo_gap_ev": 9.83, "charge": 0}

=====

No. 4
{"formula": "C6H4O", "method": "wB97M-V/def2-TZVPD", "elements": ["C", "C", "C", "C", "C", "C", "O", "H", "H", "H", "H"], "positions_angstrom": [[2.939, -0.064, -0.011], [1.740, -0.116, -0.063], [0.314, -0.238, -0.115], [-0.539, 0.781, 0.101], [-1.973, 0.493, 0.039], [-2.516, -0.649, -0.318], [-0.121, -1.488, -0.420], [4.003, -0.020, 0.041], [-0.180, 1.771, 0.359], [-2.720, 1.239, 0.328], [-0.947, -1.709, 0.059]], "forces_ev_per_angstrom": [[-0.3, 0.0, 0.0], [0.4, 0.0, 0.0], [-0.1, 0.2, 0.0], [0.0, -0.2, 0.0], [0.0, -0.3, -0.1], [0.1, 0.5, 0.1], [0.0, 0.0, 0.1], [-0.1, 0.0, 0.0], [-0.1, -0.2, -0.1], [0.1, -0.1, 0.0], [0.1, 0.0, -0.1]], "lowdin_charge": [0.15, -0.06, -0.37, -0.06, -0.23, 0.20, 0.04, 0.03, 0.12, 0.11, 0.06], "e_lumo_ev": -0.626, "de_lowest_kcal_mol": 105.16, "homo_lumo_gap_ev": 8.28, "charge": 0}

=====

No. 5
{"formula": "C6H4O", "method": "wB97M-V/def2-TZVPD", "elements": ["C", "C", "C", "C", "O", "C", "C", "H", "H", "H", "H"], "positions_angstrom": [[-2.325, -0.174, -0.673], [-0.984, 0.182, -0.220], [0.125, 0.465, 0.165], [1.469, 0.755, 0.630], [1.811, 1.837, 1.051], [2.036, -1.633, 0.387], [2.425, -0.396, 0.561], [-2.703, 0.566, -1.384], [-3.011, -0.209, 0.180], [-2.323, -1.155, -1.156], [3.484, -0.195, 0.727]], "forces_ev_per_angstrom": [[0.0, 0.0, 0.0], [0.5, 0.1, 0.2], [-0.5, -0.1, -0.1], [0.0, 0.3, 0.1], [-0.1, -0.4, -0.2], [0.3, 0.6, 0.1], [-0.2, -0.5, 0.0], [0.1, -0.1, 0.1], [0.1, 0.0, -0.1], [0.0, 0.1, 0.1], [-0.1, -0.1, 0.0]], "lowdin_charge": [-0.08, -0.04, 0.04, -0.46, 0.10, 0.24, -0.18, 0.09, 0.09, 0.08, 0.12], "e_lumo_ev": -0.994, "de_lowest_kcal_mol": 93.89, "homo_lumo_gap_ev": 9.60, "charge": 0}

=====

No. 6
{"formula": "C6H4O2", "method": "wB97M-V/def2-TZVPD", "elements": ["C", "C", "C", "C", "C", "C", "O", "O", "H", "H", "H", "H"], "positions_angstrom": [[0.845, 4.061, -0.202], [0.497, 2.916, -0.185], [0.087, 1.585, -0.131], [0.290, 0.240, 0.101], [-0.390, -0.969, 0.286], [0.037, -2.257, -0.453], [1.240, -2.275, -0.962], [-0.609, -3.459, -0.112], [1.150, 5.027, -0.398], [-1.546, -0.762, 0.333], [0.027, -1.061, 1.444], [-1.628, -3.045, 0.276]], "forces_ev_per_angstrom": [[-0.3, -0.7, -0.2], [-0.6, -1.5, 0.3], [2.6, -8.3, 1.7], [-1.5, 11.5, -3.5], [-1.8, -1.8, 3.3], [6.8, -1.1, -0.2], [-6.7, -0.3, 2.0], [-4.0, 4.7, 0.6], [0.4, 1.4, 0.0], [2.1, -0.7, -0.1], [-1.5, -1.0, -2.3], [4.4, -2.3, -1.6]], "lowdin_charge": [0.14, -0.18, 0.03, -0.02, -0.20, -0.40, 0.02, 0.00, 0.02, 0.16, 0.20, 0.23], "smiles": "C#CC#CCC(=O)O", "e_lumo_ev": -0.594, "de_lowest_kcal_mol": 135.44, "homo_lumo_gap_ev": 8.58, "charge": 0}

=====

No. 7
{"formula": "C6H5AsN2NdO4S4", "method": "wB97M-V/def2-TZVPD", "elements": ["Nd", "S", "As", "S", "S", "S", "C", "C", "N", "C", "C", "N", "C", "O", "O", "C", "O", "O", "H", "H", "H", "H", "H"], "positions_angstrom": [[-1.354, 1.977, -0.104], [0.776, 5.032, 2.279], [-1.163, 4.322, 1.868], [-1.106, 2.076, 2.420], [-1.402, 4.513, -0.434], [-2.943, 5.068, 2.679], [2.699, 0.475, -0.337], [1.473, -0.359, -0.455], [0.239, 0.082, -0.534], [-0.593, -1.036, -0.576], [0.174, -2.156, -0.546], [1.465, -1.706, -0.473], [-0.013, -3.637, -0.568], [-1.245, -4.103, -0.620], [0.971, -4.339, -0.550], [-2.074, -0.932, -0.677], [-2.736, -1.957, -0.720], [-2.556, 0.282, -0.726], [2.422, 1.524, -0.321], [3.380, 0.301, -1.171], [3.225, 0.253, 0.591], [2.250, -2.339, -0.415], [-1.891, -3.341, -0.611]], "forces_ev_per_angstrom": [[0.5, 0.9, 0.3], [-0.2, -0.1, 0.0], [0.2, 0.8, 0.4], [0.0, 0.2, -0.2], [0.0, 0.1, 0.2], [0.1, 0.0, 0.0], [0.0, 0.0, 0.0], [0.1, -0.2, 0.0], [-0.4, -0.3, -0.1], [0.2, 0.4, -0.2], [0.3, -0.4, 0.1], [0.3, -0.1, 0.1], [-0.2, 0.0, -0.1], [0.4, 0.1, 0.1], [0.0, -0.1, 0.0], [-0.5, 1.3, -0.1], [-0.2, -0.4, 0.0], [-0.2, -2.4, -0.5], [0.0, 0.1, 0.0], [0.0, 0.0, 0.0], [0.0, 0.0, 0.0], [0.0, 0.0, 0.0], [-0.2, 0.2, -0.1]], "mulliken_spin": [3.04, 0.00, 0.00, -0.03, -0.02, 0.00, 0.00, 0.00, 0.01, 0.01, 0.00, 0.00, 0.00, 0.00, 0.00, 0.00, 0.00, 0.00, 0.00, 0.00, 0.00, 0.00, 0.00], "multiplicity": 4, "e_lumo_ev": [1.765, 1.766], "homo_lumo_gap_ev": [6.13, 6.14], "charge": -1}

=====

No. 8
{"formula": "C6H5Cl2FN3", "method": "wB97M-V/def2-TZVPD", "elements": ["Cl", "C", "N", "F", "C", "Cl", "C", "C", "C", "H", "H", "H", "C", "N", "N", "H", "H"], "positions_angstrom": [[2.107, -1.715, -0.002], [1.675, -0.041, -0.001], [0.393, 0.215, 0.000], [-1.398, -1.390, -0.003], [-0.121, 1.436, -0.001], [-1.845, 1.560, -0.002], [0.720, 2.541, -0.001], [2.102, 2.308, -0.001], [2.598, 0.999, -0.001], [0.253, 3.522, -0.001], [2.785, 3.138, -0.001], [3.649, 0.725, -0.001], [-1.813, -2.662, 0.000], [-3.439, -2.236, 0.006], [-4.555, -2.129, 0.007], [-1.553, -3.136, 0.983], [-1.557, -3.134, -0.982]], "forces_ev_per_angstrom": [[0.3, -0.1, 0.0], [-0.5, 1.5, 0.0], [-1.1, -0.2, 0.0], [0.2, -1.7, 0.0], [2.0, -0.7, 0.0], [-0.1, 0.3, 0.0], [-0.4, 0.1, 0.0], [-0.5, -0.7, 0.0], [0.3, -0.3, 0.0], [0.5, 0.0, 0.0], [0.1, 0.2, 0.0], [-0.1, 0.5, 0.0], [1.4, 2.7, 0.1], [-4.9, -1.4, 0.0], [4.7, -0.1, 0.0], [-0.9, 0.0, -1.0], [-0.9, 0.0, 0.9]], "lowdin_charge": [0.69, -0.73, -0.01, -0.04, -0.72, 0.69, -0.06, -0.02, -0.06, 0.11, 0.12, 0.11, 0.04, 0.18, 0.38, 0.17, 0.17], "e_lumo_ev": -6.212, "de_lowest_kcal_mol": 0.00, "homo_lumo_gap_ev": 6.09, "charge": 1}